(1)
The following is a DFT calculation (ωB97M-V/def2-TZVPD) of a 8-piece molecular cluster, C4H22BrO7 overall.

Geometry as XYZ:
```
34
Properties=species:S:1:pos:R:3:mulliken_charge:R:1
Br 1.029 -0.170 -0.504 -0.81
C -3.509 -2.946 -2.138 -1.14
C -2.077 -2.662 -1.764 0.03
O -2.037 -2.253 -0.404 -0.51
H -3.838 -3.810 -1.555 0.27
H -3.588 -3.256 -3.184 0.35
H -4.227 -2.141 -1.988 0.30
H -1.580 -1.891 -2.363 0.25
H -1.474 -3.566 -1.910 0.20
H -1.203 -1.794 -0.249 0.24
C -1.332 2.381 1.896 -0.99
C -0.295 1.998 2.960 -0.15
O 0.982 1.738 2.342 -0.39
H -2.020 3.119 2.308 0.35
H -1.727 1.502 1.389 0.28
H -0.806 2.905 1.091 0.25
H -0.591 1.090 3.491 0.16
H -0.177 2.816 3.667 0.30
H 0.747 1.250 1.536 0.17
O 4.301 1.681 0.328 -0.61
H 4.676 1.116 1.010 0.29
H 3.550 1.175 -0.014 0.31
O 2.155 3.052 -1.636 -0.60
H 1.389 3.609 -1.468 0.32
H 1.825 2.150 -1.506 0.21
O 1.607 -1.389 2.748 -0.60
H 0.847 -0.988 3.178 0.29
H 1.938 -0.696 2.159 0.32
O 1.871 -3.404 -0.060 -0.65
H 1.660 -2.501 -0.353 0.27
H 1.912 -3.326 0.900 0.33
O -0.346 1.862 -3.453 -0.65
H 0.535 1.978 -3.821 0.33
H -0.195 1.375 -2.632 0.29
```

Properties
Relative energy (zero: lowest compared OMol25 entry of this formula, charge and spin): 0.0000 eV
Gap between HOMO and LUMO: 9.38 eV
Charge: -1
HOMO energy: -0.2286 Eh

***

(2)
The following is a DFT calculation (ωB97M-V/def2-TZVPD) of a 7-piece molecular cluster, C4H22N2O7 overall.

Geometry as XYZ:
```
35
Properties=species:S:1:pos:R:3:mulliken_charge:R:1
C 1.096 0.888 -0.348 -0.51
N 0.072 1.686 -1.009 0.29
C -0.227 3.019 -0.481 -1.01
C -0.351 1.370 -2.330 -0.89
C -1.153 0.096 -2.570 0.47
N -0.421 -0.827 -3.284 -0.39
O -2.293 -0.152 -2.247 -0.61
H 1.056 -0.120 -0.759 0.27
H 2.134 1.308 -0.443 0.24
H 0.848 1.016 0.687 -0.11
H -1.091 3.310 -1.146 0.31
H 0.597 3.731 -0.569 0.33
H -0.585 3.143 0.581 0.30
H 0.462 1.302 -3.038 0.38
H -0.922 2.269 -2.736 0.40
H -0.955 -1.662 -3.489 0.28
H 0.583 -0.741 -3.331 0.22
H -0.505 -1.655 2.819 0.33
H 0.054 -2.960 2.015 0.36
O 0.158 -2.376 2.758 -0.69
H 2.523 -3.280 0.656 0.28
H 1.900 -2.428 1.856 0.32
O 2.296 -2.383 0.971 -0.65
H 2.055 -0.472 1.919 0.41
H 2.827 0.763 1.607 0.32
O 2.183 0.428 2.234 -0.65
H -1.294 -1.971 -0.072 0.29
H -0.160 -2.594 -0.913 0.30
O -0.899 -2.808 -0.360 -0.60
H -2.962 0.018 1.868 0.31
H -3.137 -0.183 0.410 0.32
O -3.020 -0.690 1.223 -0.63
H -0.471 1.336 1.832 0.34
H 0.238 0.612 2.922 0.32
O -0.635 1.007 2.767 -0.65
```

Properties
Relative energy (zero: lowest compared OMol25 entry of this formula, charge and spin): 3.1698 eV
Gap between HOMO and LUMO: 8.81 eV
HOMO energy: -0.3150 Eh

***

(3)
The following is a DFT calculation (ωB97M-V/def2-TZVPD) of a 7-piece molecular cluster, C4H22N2O7S overall.

Geometry as XYZ:
```
36
Properties=species:S:1:pos:R:3:lowdin_spin:R:1
O -2.076 0.829 -1.540 0.06
C -1.745 0.534 -0.430 0.07
N -1.354 -0.856 -0.263 0.02
C -0.601 -1.414 0.944 0.05
N 0.585 -2.058 0.382 0.04
C -1.781 1.487 0.749 0.06
C -3.043 1.360 1.613 0.02
S -4.649 1.580 0.731 0.02
H -1.852 -1.428 -0.992 0.01
H -0.325 -0.482 1.587 0.01
H -1.319 -2.062 1.593 0.00
H 0.286 -2.690 -0.277 0.02
H 1.271 -2.317 1.071 0.01
H -0.762 1.457 1.184 0.03
H -1.859 2.493 0.314 0.02
H -2.903 2.069 2.400 0.01
H -3.060 0.383 2.200 0.00
H -4.216 1.286 -0.508 0.00
H -0.104 -2.762 -4.114 0.02
H -1.511 -1.914 -4.247 0.02
O -1.058 -2.693 -3.968 0.05
H 3.358 1.018 2.349 0.02
H 2.103 1.539 1.579 0.04
O 2.400 1.155 2.450 0.05
H 3.583 1.521 -0.834 0.01
H 3.561 0.306 -0.037 0.02
O 3.707 1.232 0.113 0.05
H 0.054 0.403 -2.665 0.04
H 0.428 -0.705 -1.756 0.02
O 0.563 -0.403 -2.628 0.09
H 1.776 0.555 -2.571 0.01
H 3.217 1.240 -3.298 0.02
O 2.847 0.959 -2.462 0.07
H 1.709 -0.145 3.181 0.01
H 1.446 -0.654 4.526 0.01
O 1.323 -0.823 3.624 0.03
```

Properties
Relative energy (zero: lowest compared OMol25 entry of this formula, charge and spin): 1.7109 eV
2S+1: 2
Gap between HOMO and LUMO (alpha / beta): 2.09 / 9.53 eV
Charge: -1
HOMO energy (alpha / beta): 0.0262 / -0.2510 Eh

***

(4)
The following is a DFT calculation (ωB97M-V/def2-TZVPD) of a 6-piece molecular cluster, C4H22NO6 overall.

Geometry as XYZ:
```
33
Properties=species:S:1:pos:R:3:lowdin_spin:R:1
C 0.016 1.040 -0.602 0.05
C -1.288 1.455 0.035 0.02
C -2.133 0.431 0.935 0.01
C -1.608 0.572 2.344 0.01
O -0.210 0.255 1.998 0.03
N -0.206 0.321 -1.934 0.04
H 0.549 0.310 0.195 0.01
H 0.811 1.758 -0.898 0.02
H -0.879 2.335 0.664 0.01
H -2.105 1.898 -0.814 0.00
H -1.958 -0.472 0.526 0.00
H -3.306 0.781 0.875 0.00
H -1.908 1.498 2.802 0.00
H -2.080 -0.057 3.041 0.00
H 0.366 0.098 2.794 0.01
H -0.472 1.086 -2.496 0.02
H -0.990 -0.331 -1.833 0.01
H 0.618 -0.220 -2.215 0.03
H 3.172 -0.779 1.649 0.02
H 2.660 -0.289 0.184 0.05
O 2.399 -0.438 1.179 0.11
H 0.017 -1.923 2.045 0.01
H 1.029 -3.129 1.442 0.01
O 0.138 -2.832 1.453 0.03
H -1.737 -2.094 -0.143 0.00
H -1.951 -3.329 -1.100 0.00
O -1.732 -2.397 -1.072 0.02
H 0.712 4.069 -1.098 0.02
H 2.093 3.369 -1.251 0.04
O 1.155 3.301 -1.712 0.07
H 3.191 -0.992 -2.374 0.09
H 1.969 -1.932 -2.155 0.06
O 2.215 -1.000 -2.168 0.20
```

Properties
Relative energy (zero: lowest compared OMol25 entry of this formula, charge and spin): 1.7467 eV
2S+1: 2
Gap between HOMO and LUMO (alpha / beta): 2.97 / 10.91 eV
HOMO energy (alpha / beta): -0.0946 / -0.3926 Eh

***

(5)
The following is a DFT calculation (ωB97M-V/def2-TZVPD) of a 8-piece molecular cluster, C4H22O9 overall.

Geometry as XYZ:
```
35
Properties=species:S:1:pos:R:3:mulliken_charge:R:1
C -0.506 -1.469 -0.267 -0.59
C -0.413 -2.133 1.109 -0.29
C -1.451 -1.584 2.107 -0.59
O -0.946 -0.452 2.783 -0.57
C 0.370 -2.060 -1.395 -0.75
O 0.889 -1.097 -2.235 -0.98
H -0.102 -0.456 -0.133 0.19
H -1.541 -1.589 -0.574 0.50
H -0.596 -3.215 0.999 0.24
H 0.556 -1.992 1.556 0.37
H -2.377 -1.292 1.600 0.30
H -1.746 -2.334 2.848 0.31
H 1.180 -2.693 -0.946 0.40
H -0.231 -2.760 -1.998 0.31
H -1.794 2.316 2.473 0.38
H -1.223 3.024 3.999 0.20
O -0.897 3.158 3.101 -0.99
H -1.300 0.385 2.371 0.39
H -2.117 1.739 0.986 0.29
O -2.408 1.597 1.897 -0.86
H -0.056 3.017 -3.067 0.28
H -0.817 1.757 -3.558 0.47
O -0.927 2.718 -3.341 -0.71
H -1.389 0.159 -2.826 0.30
H 0.016 -0.480 -3.123 0.44
O -0.856 -0.030 -3.613 -0.88
H 3.340 -2.292 -2.879 0.28
H 1.950 -1.775 -3.121 0.46
O 2.732 -2.234 -3.623 -0.75
H 1.519 2.586 1.971 0.25
H 0.548 3.385 2.690 0.46
O 1.556 3.430 2.451 -0.75
H 2.629 -0.222 1.110 0.35
H 1.852 -1.351 0.673 0.23
O 2.619 -1.190 1.244 -0.68
```

Properties
Relative energy (zero: lowest compared OMol25 entry of this formula, charge and spin): 0.1860 eV
Gap between HOMO and LUMO: 8.44 eV
Charge: -2
HOMO energy: -0.1041 Eh

***

(6)
The following is a DFT calculation (ωB97M-V/def2-TZVPD) of a 7-piece molecular cluster, C4H23N2O7 overall.

Geometry as XYZ:
```
36
Properties=species:S:1:pos:R:3:mulliken_charge:R:1
O -0.762 -0.571 1.962 -0.55
C 0.291 -0.899 1.451 0.21
N 1.221 -1.661 2.059 -0.37
C 0.521 -0.476 -0.031 0.46
N 0.082 0.997 0.051 0.18
C 0.118 1.661 -1.261 -0.84
C 1.958 -0.580 -0.529 -1.42
H 1.099 -1.856 3.037 0.28
H 1.772 -2.308 1.524 0.21
H -0.233 -1.074 -0.540 0.47
H -0.892 0.936 0.337 0.26
H 0.698 1.487 0.711 0.09
H -0.435 1.086 -2.005 0.13
H -0.340 2.643 -1.322 0.37
H 1.134 1.698 -1.643 0.43
H 1.898 -1.036 -1.518 0.33
H 2.470 0.377 -0.647 0.33
H 2.678 -1.118 0.084 0.49
H -0.874 1.625 3.279 0.36
H 0.362 1.351 4.035 0.27
O 0.097 1.550 3.127 -0.56
H -0.595 -3.763 -2.086 0.33
H -1.993 -4.104 -2.000 0.31
O -1.405 -3.393 -1.697 -0.63
H 1.366 2.572 2.020 0.30
H 0.718 3.943 1.977 0.31
O 1.104 3.269 1.410 -0.69
H 0.567 -1.533 -3.655 0.30
H 0.312 -0.166 -3.330 0.33
O 1.080 -0.745 -3.433 -0.65
H -1.560 -1.836 -3.323 0.30
H -2.476 -0.864 -4.000 0.29
O -1.783 -0.896 -3.328 -0.60
H -3.053 1.175 3.806 0.35
H -2.528 0.897 2.417 0.33
O -2.619 1.612 3.063 -0.70
```

Properties
Relative energy (zero: lowest compared OMol25 entry of this formula, charge and spin): 2.6855 eV
Gap between HOMO and LUMO: 11.11 eV
Charge: +1
HOMO energy: -0.5042 Eh

***

(7)
The following is a DFT calculation (ωB97M-V/def2-TZVPD) of a 7-piece molecular cluster, C4H23N3O6 overall.

Geometry as XYZ:
```
36
Properties=species:S:1:pos:R:3:mulliken_charge:R:1
C 1.645 2.149 -0.830 -0.70
C 0.213 2.681 -1.193 -0.24
C -0.510 3.003 0.132 -0.79
N -1.750 0.577 0.883 -0.78
C -0.844 1.111 1.587 0.09
N -0.076 2.185 1.326 -0.15
N 1.559 0.624 -0.670 -0.40
H 2.410 2.113 -1.702 0.39
H 2.074 2.578 0.052 0.29
H -0.206 2.036 -1.988 0.15
H 0.422 3.682 -1.895 0.28
H -0.410 4.108 0.316 0.33
H -1.565 2.910 -0.176 0.32
H -2.131 0.929 0.037 0.17
H -0.409 0.731 2.550 0.39
H 0.683 2.463 1.991 0.25
H 2.378 0.042 -0.835 0.24
H 1.133 0.348 0.153 0.18
H -1.202 -0.543 -1.768 0.34
H 0.368 -0.647 -1.880 0.47
O -0.502 -1.074 -2.120 -0.80
H -0.872 -3.135 -0.620 0.30
H -0.130 -2.798 -1.701 0.41
O -0.193 -3.560 -1.107 -0.65
H -1.868 -0.082 -2.997 0.38
H -3.231 -1.042 -2.864 0.32
O -2.803 -0.152 -2.688 -0.70
H -1.478 -1.563 1.136 0.34
H -2.178 -2.784 1.740 0.26
O -1.471 -2.597 1.170 -0.71
H 2.460 -1.428 2.329 0.47
H 3.465 -0.402 2.742 0.28
O 3.056 -1.203 3.139 -0.65
H 0.544 -1.985 0.950 0.32
H 2.045 -2.085 0.445 0.35
O 1.480 -1.515 0.985 -0.77
```

Properties
Relative energy (zero: lowest compared OMol25 entry of this formula, charge and spin): 2.1710 eV
Gap between HOMO and LUMO: 10.05 eV
HOMO energy: -0.3582 Eh

***

(8)
The following is a DFT calculation (ωB97M-V/def2-TZVPD) of a 8-piece molecular cluster, C4H23NO8 overall.

Geometry as XYZ:
```
36
Properties=species:S:1:pos:R:3:mulliken_charge:R:1
C -0.685 -2.155 1.397 -1.53
C 0.175 -1.142 0.572 0.56
C 1.784 -1.207 1.024 -0.61
C 2.550 0.127 1.232 -0.02
O 2.315 0.751 2.262 -0.50
N -0.391 0.177 0.655 -0.09
H -1.442 -2.571 0.825 0.37
H -1.158 -1.597 2.297 0.27
H -0.026 -2.982 1.736 0.44
H 0.234 -1.617 -0.415 0.02
H 2.313 -1.902 0.304 0.31
H 1.735 -1.594 2.113 0.29
H 3.255 0.638 0.575 0.36
H -1.316 0.316 0.305 -0.04
H -0.431 0.565 1.667 0.44
H 1.312 0.233 -2.693 0.28
H 1.735 0.707 -4.034 0.31
O 1.944 0.007 -3.338 -0.62
H -1.237 2.302 -2.713 0.28
H -1.500 1.930 -1.099 0.30
O -1.822 2.074 -1.978 -0.63
H 0.324 -2.939 -2.791 0.28
H 1.639 -2.104 -2.631 0.29
O 1.233 -2.913 -2.712 -0.59
H -3.934 1.689 0.905 0.29
H -3.958 0.112 0.999 0.31
O -3.646 0.892 0.467 -0.60
H -1.548 -0.714 -1.830 0.19
H -1.089 -0.774 -3.214 0.25
O -0.814 -0.869 -2.362 -0.39
H 0.676 2.192 1.208 0.24
H 2.040 2.943 1.755 0.31
O 1.484 2.817 0.982 -0.69
H -1.028 2.645 2.306 0.33
H -0.113 2.151 3.468 0.29
O -0.612 1.814 2.756 -0.68
```

Properties
Relative energy (zero: lowest compared OMol25 entry of this formula, charge and spin): 3.1839 eV
Gap between HOMO and LUMO: 8.95 eV
HOMO energy: -0.3276 Eh